(1)
{"formula": "C27H27Cl3GeN7OSSeTa", "method": "ωB97M-V with the def2-TZVPD basis set", "e_tot_ev": -212724.5535, "orbital_gap_ev": [4.27, 5.05], "multiplicity": 2, "lumo_ev": [-5.14, -5.09], "s2": 0.776, "max_force_ev_per_a": 4.9, "molar_mass_g_mol": 936.50, "total_charge": 1, "species": ["Ta", "C", "C", "N", "N", "C", "N", "S", "C", "C", "C", "C", "C", "N", "H", "H", "H", "H", "H", "H", "H", "H", "H", "H", "C", "C", "C", "C", "C", "C", "C", "C", "C", "C", "H", "H", "H", "H", "H", "H", "H", "H", "H", "H", "H", "H", "Cl", "Ge", "Cl", "Cl", "Se", "C", "C", "C", "C", "C", "C", "H", "H", "H", "H", "H", "O", "N", "C", "C", "N", "C", "N"], "positions_angstrom": [[12.01640, 12.03177, 9.85642], [12.28823, 16.43946, 11.11635], [11.87231, 15.14224, 10.50250], [12.58104, 14.01247, 10.77793], [13.68060, 14.19168, 11.63298], [13.77158, 13.68774, 12.87475], [14.19415, 14.40134, 13.94972], [13.31624, 11.93135, 13.17563], [10.69962, 14.99510, 9.70848], [10.03079, 16.10908, 9.16073], [8.84440, 15.92871, 8.48882], [8.33967, 14.64472, 8.38534], [9.03167, 13.58696, 8.97091], [10.23935, 13.73983, 9.51602], [12.34747, 16.35574, 12.21483], [11.57706, 17.21791, 10.86283], [13.28349, 16.74713, 10.74882], [14.30967, 14.92883, 11.30475], [14.65882, 15.30579, 13.85681], [14.26791, 13.92129, 14.84040], [10.44057, 17.09379, 9.27687], [8.30327, 16.79306, 8.12560], [7.40377, 14.46324, 7.87029], [8.64629, 12.56728, 8.95265], [16.16126, 11.72417, 12.33980], [15.23682, 10.82188, 11.54084], [15.90419, 10.75575, 10.13576], [13.74161, 11.21871, 11.61542], [15.32994, 9.37845, 12.14438], [14.76781, 8.29370, 11.45600], [14.80375, 6.99776, 11.94420], [15.45354, 6.71996, 13.11591], [16.06300, 7.74414, 13.81280], [16.02420, 9.04855, 13.31297], [16.18151, 12.74492, 11.94912], [17.19298, 11.35761, 12.20554], [15.89772, 11.74232, 13.39956], [15.97949, 11.72678, 9.62868], [15.40582, 10.08256, 9.43922], [16.91938, 10.40084, 10.29056], [13.10885, 10.32938, 11.51442], [14.27296, 8.45770, 10.51210], [14.30414, 6.22221, 11.36486], [15.47073, 5.70351, 13.47994], [16.55340, 7.55018, 14.75181], [16.54560, 9.80397, 13.86860], [12.18127, 13.35887, 7.73486], [13.70069, 12.11108, 6.29524], [15.53092, 12.94420, 7.39485], [10.38251, 10.73267, 8.65859], [10.55058, 11.73621, 11.92962], [8.99994, 10.62540, 11.69770], [9.10393, 9.28295, 11.34818], [7.96281, 8.50242, 11.35934], [6.73919, 9.01502, 11.73783], [6.65053, 10.33546, 12.14899], [7.77777, 11.14173, 12.14130], [10.06746, 8.89667, 11.03931], [8.04468, 7.46964, 11.03438], [5.85838, 8.38483, 11.73503], [5.71539, 10.72418, 12.51510], [7.71499, 12.16563, 12.47622], [13.26832, 10.79247, 9.10254], [13.33428, 10.53613, 7.59241], [13.16512, 9.27689, 7.27491], [12.67783, 8.30637, 8.25417], [12.27739, 7.56732, 9.05284], [13.39795, 8.77963, 5.95396], [13.60305, 8.46796, 4.84339]], "forces_ev_per_a": [[-1.82, 2.45, 2.46], [0.27, 0.09, -0.08], [1.55, -1.00, 1.16], [-1.18, -1.01, -0.92], [0.78, 1.18, -0.15], [-0.82, -1.83, 1.18], [0.05, -0.40, -1.54], [0.50, 2.29, -0.03], [-0.55, 0.59, -0.56], [0.17, -0.42, 0.44], [0.14, 0.10, 0.16], [-0.33, -0.39, 0.25], [0.11, -0.23, -0.62], [0.22, -0.06, 0.78], [-0.10, 0.02, -0.39], [0.11, 0.08, 0.16], [-0.34, 0.04, 0.11], [-0.24, -0.26, 0.55], [-0.50, -0.35, 0.05], [0.25, -0.03, -0.31], [0.06, 0.21, 0.02], [0.04, -0.13, -0.24], [0.03, -0.09, 0.20], [0.13, 0.30, -0.12], [0.53, 0.21, 0.07], [0.69, -1.15, -0.09], [-0.40, 0.17, -0.09], [-1.11, 0.65, -1.44], [0.44, -0.49, -0.24], [-0.16, 0.43, 0.10], [-0.44, 0.27, -1.03], [0.16, -0.41, 0.65], [-0.11, 0.39, -0.32], [-0.31, 0.02, 0.01], [-0.22, 0.06, -0.02], [-0.39, 0.10, 0.32], [0.29, 0.10, -0.15], [-0.21, -0.14, 0.40], [0.11, -0.05, 0.19], [0.09, -0.15, -0.06], [0.11, -0.01, 0.55], [-0.17, 0.13, -0.10], [0.19, 0.06, 0.19], [0.06, -0.04, 0.15], [0.19, -0.03, 0.09], [0.09, 0.24, 0.20], [0.90, -0.29, -1.14], [0.79, 1.16, -0.02], [-0.89, -0.46, -0.56], [0.24, 0.04, 0.00], [-0.33, -0.42, 0.11], [-0.20, 0.07, 0.36], [0.04, 0.59, -0.12], [0.31, -0.65, -0.44], [-0.23, 0.09, 0.15], [0.10, -0.07, 0.09], [0.29, -0.16, -0.33], [-0.10, -0.17, 0.04], [-0.07, 0.05, 0.11], [0.05, 0.01, 0.01], [-0.19, 0.12, -0.03], [0.01, 0.13, 0.03], [1.56, -1.90, -4.27], [-0.28, -1.66, 3.05], [-0.44, 0.79, 1.61], [-0.12, -0.16, 0.71], [0.54, 0.85, -1.11], [0.56, -0.08, -2.90], [-0.50, 0.59, 2.66]]}

(2)
{"formula": "C27H27Cl6N5", "method": "ωB97M-V with the def2-TZVPD basis set", "smiles": "ClC(Cl)Cl.ClC(Cl)Cl.c1ccncc1.c1ccncc1.c1ccncc1.c1ccncc1.c1ccncc1", "e_tot_ev": -111020.6789, "orbital_gap_ev": 9.95, "multiplicity": 1, "lumo_ev": 0.46, "max_force_ev_per_a": 1.4, "molar_mass_g_mol": 634.27, "total_charge": 0, "species": ["N", "C", "C", "C", "C", "C", "H", "H", "H", "H", "H", "N", "C", "C", "C", "C", "C", "H", "H", "H", "H", "H", "N", "C", "C", "C", "C", "C", "H", "H", "H", "H", "H", "N", "C", "C", "C", "C", "C", "H", "H", "H", "H", "H", "N", "C", "C", "C", "C", "C", "H", "H", "H", "H", "H", "C", "Cl", "Cl", "Cl", "H", "C", "Cl", "Cl", "Cl", "H"], "positions_angstrom": [[2.13358, 7.75212, -3.16400], [1.88648, 6.75130, -3.99261], [1.14529, 6.89612, -5.15295], [0.75803, 8.17320, -5.54306], [1.03337, 9.22518, -4.69633], [1.71351, 8.96202, -3.51486], [2.26543, 5.76919, -3.72860], [0.84258, 6.05656, -5.76829], [0.12241, 8.26967, -6.41331], [0.75097, 10.24147, -4.94411], [1.95758, 9.78744, -2.85365], [-5.75813, 5.77752, -4.14491], [-4.95542, 6.25302, -3.22327], [-5.39428, 6.93284, -2.08855], [-6.74922, 7.08444, -1.88753], [-7.60398, 6.54870, -2.83297], [-7.06209, 5.95837, -3.96398], [-3.88088, 6.12993, -3.31378], [-4.67173, 7.35590, -1.40130], [-7.16779, 7.61353, -1.04082], [-8.68269, 6.54630, -2.73815], [-7.68997, 5.52154, -4.73301], [-3.75650, 9.52282, -1.24446], [-3.11466, 9.10609, -0.15733], [-1.88857, 8.46224, -0.19674], [-1.29891, 8.23378, -1.42745], [-1.96792, 8.65079, -2.57372], [-3.18762, 9.29469, -2.41926], [-3.65611, 9.28673, 0.76425], [-1.31777, 8.31200, 0.71226], [-0.34188, 7.73238, -1.50454], [-1.44055, 8.54082, -3.51364], [-3.68242, 9.64693, -3.31776], [-1.49850, 14.31511, -4.95129], [-0.59697, 13.70006, -5.71518], [-0.75779, 12.39751, -6.15510], [-1.88308, 11.70556, -5.74864], [-2.82200, 12.32329, -4.93736], [-2.57657, 13.64802, -4.58513], [0.28951, 14.27334, -5.95900], [-0.04444, 11.90729, -6.80627], [-2.02711, 10.66256, -6.01184], [-3.67754, 11.77721, -4.56812], [-3.24851, 14.16749, -3.90739], [0.10288, 3.98967, -7.86401], [1.05019, 3.13851, -7.51666], [0.77999, 1.92598, -6.90812], [-0.54108, 1.56281, -6.75766], [-1.53571, 2.42991, -7.13572], [-1.16467, 3.64604, -7.68880], [2.06228, 3.47696, -7.70960], [1.58879, 1.28005, -6.59410], [-0.80001, 0.61523, -6.29839], [-2.57605, 2.13469, -7.09940], [-1.88378, 4.33841, -8.10945], [-6.76198, 4.42332, -10.06419], [-5.96732, 5.36655, -8.78772], [-5.84166, 3.00833, -10.49134], [-7.04841, 5.45010, -11.47610], [-7.72864, 4.13423, -9.67776], [-3.50478, 7.36225, -6.75314], [-2.70916, 6.08187, -5.88191], [-2.30784, 8.10767, -7.87287], [-4.08626, 8.61111, -5.66754], [-4.29031, 7.01995, -7.41011]], "forces_ev_per_a": [[0.42, 0.25, 0.37], [-0.39, -0.48, -0.27], [-0.10, 0.23, -0.49], [-0.65, -0.64, 0.35], [0.24, 0.38, -0.07], [0.07, 0.24, -0.22], [-0.02, 0.05, 0.20], [0.28, -0.11, 0.07], [0.21, 0.24, -0.15], [-0.05, -0.04, 0.07], [-0.06, -0.13, 0.15], [0.03, -0.14, -0.75], [0.49, 0.54, 1.17], [0.18, 0.06, 0.08], [-0.34, 0.06, 0.02], [-0.31, -0.22, -0.59], [-0.09, -0.53, 0.19], [-0.06, -0.17, -0.38], [-0.17, -0.24, -0.06], [0.21, -0.05, 0.12], [0.04, 0.28, 0.14], [-0.15, 0.15, 0.03], [-0.23, 0.07, -0.12], [-0.28, 0.01, -0.07], [0.43, 0.47, 0.27], [-0.25, -0.09, -0.18], [0.57, -0.07, 0.49], [0.57, 0.06, -0.55], [0.29, 0.04, 0.19], [-0.27, -0.41, 0.05], [0.07, 0.13, 0.02], [-0.47, -0.03, -0.23], [-0.23, 0.11, 0.28], [0.44, 0.37, -0.06], [-0.13, -0.02, 0.00], [0.02, -0.12, -0.16], [-0.39, -0.44, 0.25], [0.48, 0.20, -0.15], [-0.40, -0.43, 0.46], [-0.01, 0.01, -0.10], [0.15, 0.17, 0.08], [0.06, 0.08, -0.16], [-0.12, 0.12, 0.00], [-0.07, 0.03, -0.17], [-0.04, 0.63, -0.46], [0.25, 0.11, 0.44], [0.39, -0.10, -0.20], [0.02, -0.54, 0.73], [-0.49, 0.23, -0.55], [0.00, -0.24, -0.40], [0.08, -0.15, 0.07], [-0.03, -0.05, -0.05], [0.05, -0.01, -0.10], [-0.02, 0.12, 0.18], [-0.17, 0.00, 0.29], [-0.14, 0.59, -0.02], [0.00, -0.16, 0.03], [0.14, -0.25, 0.00], [0.00, -0.07, 0.01], [-0.01, -0.14, 0.01], [0.90, 0.71, -0.48], [-0.16, -0.29, 0.08], [-0.16, -0.06, -0.05], [-0.35, -0.06, -0.02], [-0.22, -0.25, 0.34]]}

(3)
{"formula": "C27H27F9O27", "method": "ωB97M-V with the def2-TZVPD basis set", "smiles": "O=C1OC[C@@H](F)O1.O=C1OC[C@@H](F)O1.O=C1OC[C@@H](F)O1.O=C1OC[C@@H](F)O1.O=C1OC[C@@H](F)O1.O=C1OC[C@@H](F)O1.O=C1OC[C@@H](F)O1.O=C1OC[C@@H](F)O1.O=C1OC[C@@H](F)O1", "e_tot_ev": -108178.6081, "orbital_gap_ev": 10.59, "multiplicity": 1, "lumo_ev": -0.54, "max_force_ev_per_a": 2.4, "molar_mass_g_mol": 954.47, "total_charge": 0, "species": ["C", "C", "O", "C", "O", "O", "F", "H", "H", "H", "C", "C", "O", "C", "O", "O", "F", "H", "H", "H", "C", "C", "O", "C", "O", "O", "F", "H", "H", "H", "C", "C", "O", "C", "O", "O", "F", "H", "H", "H", "C", "C", "O", "C", "O", "O", "F", "H", "H", "H", "C", "C", "O", "C", "O", "O", "F", "H", "H", "H", "C", "C", "O", "C", "O", "O", "F", "H", "H", "H", "C", "C", "O", "C", "O", "O", "F", "H", "H", "H", "C", "C", "O", "C", "O", "O", "F", "H", "H", "H"], "positions_angstrom": [[19.62426, 5.94963, -10.03931], [20.07355, 7.35793, -10.36132], [19.30797, 8.17651, -9.52128], [18.73771, 7.40169, -8.54631], [18.04420, 7.82845, -7.68998], [19.08837, 6.11778, -8.70435], [19.74304, 7.60214, -11.68574], [20.46129, 5.25760, -10.05484], [18.76420, 5.63109, -10.62217], [21.13193, 7.57710, -10.19786], [15.92737, 3.20138, -13.29517], [16.38109, 3.43850, -11.85728], [16.90875, 4.74694, -11.91302], [17.08233, 5.12876, -13.20679], [17.52990, 6.17315, -13.53394], [16.75339, 4.12186, -14.03172], [17.40958, 2.57951, -11.57282], [14.88869, 3.50324, -13.42978], [16.16942, 2.20656, -13.65043], [15.61884, 3.40048, -11.08410], [17.81775, 13.80103, -19.71783], [18.26819, 15.11453, -20.31230], [18.39316, 14.82942, -21.67118], [18.60788, 13.47861, -21.80838], [18.96918, 12.94974, -22.79845], [18.28854, 12.83559, -20.65842], [19.51374, 15.46234, -19.83073], [16.73339, 13.69459, -19.67476], [18.28496, 13.68451, -18.74003], [17.61264, 15.95564, -20.09744], [18.53644, 6.13116, -18.25604], [19.45375, 6.23438, -17.04175], [20.72247, 5.94668, -17.60151], [20.51431, 5.17255, -18.70937], [21.35278, 4.53673, -19.24862], [19.23747, 5.23340, -19.09264], [19.19801, 5.20786, -16.15967], [18.47029, 7.11452, -18.72696], [17.53002, 5.80387, -18.01531], [19.41705, 7.18459, -16.52631], [14.53255, 6.77717, -15.79672], [13.45052, 7.76770, -16.29023], [13.60502, 7.61837, -17.68113], [14.91591, 7.38502, -17.92860], [15.44794, 7.49820, -18.98218], [15.52507, 6.99543, -16.79101], [13.78190, 9.04280, -15.94007], [14.20259, 5.74185, -15.83680], [14.86215, 7.12244, -14.81949], [12.47054, 7.54634, -15.87165], [22.65699, 6.30160, -13.53730], [21.97854, 6.57634, -14.87657], [23.01406, 7.25436, -15.60783], [24.16294, 7.31739, -14.89381], [25.20484, 7.71215, -15.30332], [23.89976, 6.93644, -13.63271], [20.99447, 7.54211, -14.72049], [22.78844, 5.21920, -13.43385], [22.10752, 6.64861, -12.66666], [21.59937, 5.78178, -15.50786], [18.22882, 9.26123, -14.58664], [16.81687, 9.78764, -14.47162], [16.75612, 10.74138, -15.49704], [18.02821, 11.12974, -15.80800], [18.29295, 12.01363, -16.54000], [18.91724, 10.38302, -15.11320], [16.64288, 10.40930, -13.26119], [18.29395, 8.38080, -15.22434], [18.62206, 8.99296, -13.60775], [16.03830, 9.03673, -14.56660], [20.19598, 10.48815, -18.83968], [20.86520, 11.04776, -20.08034], [21.54331, 9.94158, -20.62257], [21.24094, 8.80839, -19.94483], [21.65605, 7.73560, -20.21629], [20.31894, 9.07301, -18.98204], [21.79208, 11.99103, -19.66880], [19.16285, 10.83348, -18.79828], [20.71764, 10.74248, -17.91801], [20.29479, 11.48019, -20.89790], [21.93408, 10.32214, -12.93150], [23.27495, 11.02910, -12.85000], [23.94416, 10.33872, -11.81015], [23.25407, 9.24116, -11.46068], [23.59912, 8.42493, -10.66433], [22.09512, 9.14601, -12.14143], [23.09884, 12.32580, -12.42459], [21.62902, 10.02870, -13.93906], [21.09525, 10.94526, -12.61534], [23.87976, 11.09178, -13.75310]], "forces_ev_per_a": [[-0.20, 0.25, 1.01], [-0.28, 0.08, -0.79], [-0.03, -0.19, -0.07], [-0.11, 0.36, -0.01], [-0.02, 0.03, 0.16], [0.35, -0.47, -0.13], [0.23, 0.22, 0.51], [-0.23, -0.23, 0.19], [0.38, -0.01, -0.57], [-0.06, -0.03, -0.32], [0.38, 0.37, 0.04], [0.47, 0.13, -0.61], [-0.48, -0.04, 0.32], [0.67, -0.47, -0.11], [-0.07, 0.49, -0.11], [-0.57, 0.14, 0.05], [-0.22, 0.10, 0.27], [-0.07, -0.34, -0.07], [-0.30, -0.11, 0.08], [0.10, -0.17, 0.06], [-0.01, 0.00, 0.32], [0.06, 0.10, 0.17], [0.07, -0.10, 0.07], [-0.40, 0.07, 0.04], [0.17, -0.06, -0.16], [0.36, 0.28, -0.02], [-0.14, -0.14, 0.00], [0.04, 0.24, 0.20], [-0.13, -0.37, -0.06], [-0.06, 0.00, -0.43], [0.11, 0.82, 0.50], [0.03, -0.66, -1.11], [-0.63, 0.51, 0.58], [0.71, -0.30, -0.55], [0.07, 0.02, 0.16], [-0.60, -0.14, -0.16], [-0.23, 0.14, 0.40], [0.01, -0.07, -0.12], [0.12, -0.36, -0.04], [0.38, 0.00, 0.12], [-0.57, 1.47, -0.09], [0.73, -1.45, 0.34], [-1.02, 0.62, 0.26], [0.44, 0.01, -0.54], [-0.17, -0.06, 0.30], [0.60, -0.34, 0.26], [0.04, 0.11, 0.05], [-0.09, -0.01, 0.24], [0.36, -0.44, 0.01], [-0.25, 0.08, -0.76], [-0.63, -1.34, -0.22], [0.99, 2.15, -0.28], [-0.49, -0.94, -0.35], [-0.15, 0.46, -0.10], [-0.36, -0.10, 0.21], [0.91, 0.03, 0.63], [-0.25, -0.39, 0.03], [0.23, 0.08, 0.06], [-0.11, 0.33, -0.21], [-0.08, -0.18, 0.34], [-0.20, -0.41, 0.95], [0.16, -0.32, 0.12], [-0.10, -0.12, -0.01], [-0.16, -0.29, 0.86], [0.20, 0.47, -0.57], [0.20, 0.06, -0.70], [-0.06, 0.11, -0.12], [0.00, 0.16, -0.21], [0.10, 0.09, -0.04], [-0.10, 0.19, -0.23], [-0.54, 0.10, -0.01], [1.31, 0.09, 0.08], [0.17, 0.06, 0.16], [-0.32, -0.07, -0.33], [-0.01, -0.12, 0.20], [-0.10, -0.06, -0.10], [-0.24, -0.20, -0.32], [-0.07, -0.47, 0.17], [0.04, 0.46, -0.19], [-0.31, 0.12, 0.37], [-0.78, -0.27, -1.21], [-0.16, 0.70, 0.80], [0.18, 0.10, -0.59], [-0.05, -0.78, 0.48], [0.01, 0.28, -0.09], [-0.04, 0.59, -0.02], [-0.01, -0.24, -0.13], [0.48, -0.18, -0.04], [0.32, 0.06, 0.67], [0.05, -0.29, 0.07]]}